# 1
This record from OMol25 describes a structure of composition C18H35N2O4PPb in a non-equilibrium geometry. The level of theory is wB97M-V/def2-TZVPD.

Cartesian coordinates (Å):
Pb 0.118250 -0.122642 0.360176
C -2.217720 0.053836 -0.393335
O -3.270914 -0.429673 -0.390155
C -0.480012 2.523070 0.724073
O -0.687305 3.638450 0.875242
C 2.500533 1.232128 0.327960
O 3.590134 1.495534 0.569714
C -1.476670 1.138783 -3.270943
P -0.050007 0.292298 -2.455729
H 0.310580 -1.316921 -4.179023
H -2.333264 0.493691 -3.019520
C 1.435473 0.976690 -3.362025
H 1.156197 0.898400 -4.423845
C -1.300256 1.126511 -4.795200
H -1.044650 0.122278 -5.168430
H -0.525940 1.834039 -5.121455
H -2.252865 1.422826 -5.256336
C -1.764395 2.525448 -2.693603
H -1.084128 3.291782 -3.082459
C 0.845825 -2.360126 -2.366593
H -1.731475 2.544267 -1.598589
H -2.781643 2.807003 -2.998300
C -1.503488 -2.029652 -3.237111
H 0.441237 -2.563170 -1.368211
H 0.918927 -3.319520 -2.886240
H 1.861934 -1.982382 -2.237231
C -0.085403 -1.438391 -3.155850
H -1.425130 -3.125284 -3.289482
H -2.038523 -1.695177 -4.136629
H -2.125878 -1.787557 -2.360722
C 2.697042 0.163887 -3.122832
H 2.993189 0.164115 -2.067267
H 3.515191 0.624775 -3.686322
H 2.603987 -0.862431 -3.487068
C 1.624734 2.443871 -2.971340
H 1.739313 2.541765 -1.880317
H 0.806253 3.091918 -3.317520
H 2.558450 2.806296 -3.426036
H -0.307737 -4.575483 -0.484668
H -0.258898 -4.146009 0.135009
C -2.597115 -0.582901 3.962792
N -1.261475 -0.522156 4.531994
C -1.154371 0.063289 5.841402
C 0.237407 -0.006197 6.430456
C 1.327966 0.124249 5.405478
N 1.059601 -0.753577 4.285499
C 2.209596 -1.039117 3.441140
C -0.201421 -0.894318 3.771793
O -0.405180 -1.302385 2.580171
H -2.534766 -0.848840 2.907086
H -3.089394 0.392177 4.072366
H -3.201807 -1.364809 4.439451
H -1.485183 1.118241 5.805859
H -1.875766 -0.434538 6.497970
H 0.380026 -0.953002 6.972080
H 0.340648 0.812163 7.150910
H 2.308536 -0.154197 5.817844
H 1.407351 1.177440 5.076437
H 2.670682 -0.111513 3.044918
H 2.982249 -1.531343 4.057904
H 1.911458 -1.687906 2.604660

Forces on atoms 1 to 3 (eV/Å):
0.962 -0.764 0.986
-6.324 -2.353 0.145
4.605 2.333 -0.126

Its frontier orbital gap (alpha / beta) is 5.362 / 6.172 eV. Its charge is +4.

Partial charges, Löwdin, in e: 1.33, -0.12, 0.21, -0.01, 0.20, -0.06, 0.18, -0.51, 1.07, 0.15, 0.10, -0.48, 0.13, -0.03, 0.09, 0.10, 0.13, -0.07, 0.09, -0.12, 0.04, 0.12, -0.06, 0.00, 0.12, 0.06, -0.49, 0.11, 0.10, 0.06, -0.08, 0.07, 0.12, 0.08, -0.07, 0.06, 0.08, 0.12, 0.07, 0.03, 0.06, 0.05, -0.08, -0.10, -0.10, 0.03, 0.03, -0.38, -0.18, 0.09, 0.14, 0.15, 0.18, 0.18, 0.15, 0.16, 0.16, 0.17, 0.12, 0.15, 0.10

# 2
This record from OMol25 describes a structure of composition C18H36BeNO21 in a non-equilibrium geometry. The level of theory is wB97M-V/def2-TZVPD.

Cartesian coordinates (Å):
Be -14.010978 -2.549072 8.910959
N -14.982352 -3.918175 11.198261
O -14.028089 -3.100883 11.336154
O -15.435846 -4.513564 12.148473
O -15.423443 -4.152674 10.038680
C -12.373376 -10.766613 15.865632
O -13.155197 -9.576945 15.774959
C -12.870098 -8.665771 14.875896
O -11.896704 -8.594165 14.165618
O -13.814669 -7.720041 14.915305
C -13.737356 -6.595869 14.026583
H -12.665146 -11.273097 16.779145
H -11.306901 -10.545912 15.904852
H -12.587693 -11.324969 14.955160
H -14.671209 -6.044362 14.035216
H -13.647231 -7.146642 13.088308
H -12.889255 -5.989325 14.336544
C -17.235383 -6.964528 10.496807
O -17.927393 -6.777583 9.276166
C -17.587798 -7.424255 8.161058
O -16.780803 -8.308440 8.069192
O -18.272828 -6.877940 7.162503
C -18.137518 -7.227232 5.800102
H -17.449195 -6.125244 11.151730
H -16.158697 -6.992798 10.322828
H -17.489828 -7.896019 11.002379
H -18.229700 -8.312519 5.713514
H -17.114867 -7.057758 5.455243
H -18.872607 -6.720532 5.186376
C -18.179154 -2.856114 11.627767
O -19.027047 -1.881030 11.022422
C -18.941046 -0.644649 11.509230
O -18.297270 -0.340363 12.480051
O -19.714676 0.193306 10.817040
C -19.784959 1.536688 11.295043
H -18.337370 -2.855206 12.706001
H -17.131961 -2.624797 11.443017
H -18.443666 -3.838536 11.249749
H -18.813648 2.010959 11.191204
H -20.213158 1.557458 12.297940
H -20.571747 2.048574 10.743123
C -11.861852 -0.947796 12.612937
O -11.077589 -0.211898 11.663541
C -11.171219 -0.563722 10.406533
O -11.904148 -1.440020 9.953891
O -10.379821 0.217993 9.703948
C -10.466499 0.165213 8.275074
H -12.816790 -0.456625 12.777694
H -11.447074 -0.983755 13.619340
H -11.969278 -1.994772 12.339384
H -11.351686 0.699267 7.945650
H -10.232375 -0.837087 7.915883
H -9.528255 0.662474 8.025069
C -16.611529 0.480040 7.254750
O -17.497238 -0.601259 6.992318
C -17.235812 -1.759123 7.544224
O -16.167012 -2.115485 8.069215
O -18.338404 -2.459719 7.592138
C -18.235824 -3.738505 8.241552
H -15.596159 0.145945 7.047378
H -16.689630 0.714629 8.320079
H -16.933373 1.375847 6.735971
H -17.951393 -3.515198 9.260270
H -17.546329 -4.418570 7.751060
H -19.190396 -4.241870 8.367584
C -15.422763 -1.896187 14.248957
O -14.271500 -1.074166 14.444297
C -14.476502 0.006478 15.218932
O -15.488959 0.292919 15.793105
O -13.318018 0.662491 15.316069
C -13.460813 2.023706 15.751432
H -15.815325 -1.811593 13.234278
H -16.183534 -1.720023 15.002244
H -15.144608 -2.950958 14.247071
H -13.883077 2.040177 16.754124
H -14.175001 2.651069 15.208572
H -12.519718 2.533467 15.570577

Forces on atoms 1 to 3 (eV/Å):
-2.286 -0.834 3.337
0.417 -0.874 1.009
0.170 0.912 -1.858

The value obtained for the energy relative to the best compared isomer or geometry (same formula, charge and spin) is 54.6 kcal/mol. Its frontier orbital gap is 4.381 eV. Its charge is +1.

Partial charges, Löwdin, in e: 1.22, -0.55, -0.02, 0.08, -0.03, -0.02, 0.01, -0.63, 0.12, -0.02, -0.03, 0.10, 0.10, 0.10, 0.07, 0.10, 0.10, -0.04, -0.01, -0.61, 0.15, -0.03, -0.03, 0.07, 0.09, 0.10, 0.10, 0.10, 0.10, -0.04, 0.01, -0.61, 0.13, 0.00, -0.03, 0.11, 0.07, 0.09, 0.10, 0.10, 0.10, -0.01, 0.07, -0.60, 0.04, 0.03, -0.01, 0.09, 0.11, 0.09, 0.10, 0.10, 0.11, -0.01, 0.05, -0.57, 0.03, 0.08, 0.00, 0.09, 0.10, 0.11, 0.05, 0.10, 0.12, -0.03, -0.02, -0.60, 0.14, 0.00, -0.03, 0.07, 0.10, 0.08, 0.10, 0.10, 0.10

# 3
This record from OMol25 describes a cluster of 7 separate species, C18H36Br10O4 in total in a non-equilibrium geometry. The level of theory is wB97M-V/def2-TZVPD.

Cartesian coordinates (Å):
C -5.471835 4.895249 -2.393461
C -4.234567 4.351422 -1.730694
O -4.560944 3.187465 -0.950195
C -3.550321 2.375152 -0.654531
C -4.021120 1.161530 0.091149
O -2.388129 2.570272 -0.922803
H -5.876264 4.286974 -3.201967
H -5.176257 5.832794 -2.878970
H -6.266941 5.132624 -1.689069
H -3.458986 4.108980 -2.456403
H -3.814628 5.116720 -1.073577
H -3.176704 0.586655 0.458175
H -4.693658 0.535689 -0.489578
H -4.574282 1.512967 0.969711
C 2.705649 -1.251656 -2.838677
C 3.959972 -1.261017 -3.671658
O 3.992466 -2.501569 -4.385360
C 5.105627 -2.729903 -5.100670
C 5.105896 -4.118704 -5.641490
O 5.986728 -1.919259 -5.232279
H 2.733313 -2.085445 -2.134878
H 1.823298 -1.298857 -3.475657
H 2.643472 -0.351524 -2.227918
H 3.909624 -0.438028 -4.397094
H 4.876688 -1.058303 -3.122779
H 5.158351 -4.809604 -4.794417
H 5.913433 -4.311877 -6.333722
H 4.123368 -4.331391 -6.068712
Br 0.350658 -0.917176 -0.392113
C -0.599654 -1.693973 1.112325
C -0.180488 -0.952559 2.363392
Br -1.310520 -1.518414 3.831743
H -0.390731 -2.760178 1.122375
H -1.660083 -1.572881 0.909611
H -0.321063 0.111759 2.214194
H 0.851514 -1.146015 2.636825
Br 0.075011 -0.600060 9.237425
C -0.775547 -1.209920 7.594316
C -0.621310 -2.686669 7.360738
Br 1.190979 -3.276430 7.278119
H -0.327294 -0.613550 6.808436
H -1.833657 -0.989012 7.712300
H -1.066432 -2.955481 6.403418
H -1.163001 -3.270727 8.101060
Br 3.996792 1.591373 2.749830
C 3.673706 2.320928 0.991046
C 3.447269 1.234793 -0.025374
Br 5.129083 0.386742 -0.510622
H 4.487735 2.970926 0.685124
H 2.769129 2.922078 1.081443
H 3.008070 1.628655 -0.939970
H 2.801380 0.444121 0.342285
Br 0.196495 2.831912 3.017620
C -1.560512 3.350300 2.336477
C -1.656634 4.838816 2.176386
Br -1.661850 5.778337 3.851522
H -2.290629 2.946858 3.030205
H -1.622756 2.874073 1.360986
H -2.569777 5.067586 1.626444
H -0.822340 5.204659 1.584771
Br -2.527449 -4.416620 -1.278763
C -1.438790 -4.537769 -2.892126
C -0.162433 -3.779100 -2.772793
Br 0.985348 -4.456918 -1.356861
H -2.065893 -4.087553 -3.656714
H -1.262193 -5.591658 -3.069346
H -0.275261 -2.713929 -2.604890
H 0.429881 -3.944681 -3.673321

Forces on atoms 1 to 3 (eV/Å):
-0.016 0.532 -0.441
0.078 0.263 -0.074
-0.090 0.233 -0.327

The value obtained for the energy relative to the best compared isomer or geometry (same formula, charge and spin) is 0.0 kcal/mol. As for the SMILES: CCOC(C)=O.CCOC(C)=O.BrCCBr.BrCCBr.BrCCBr.BrCCBr.BrCCBr. Its frontier orbital gap is 10.072 eV. Its charge is 0.

Partial charges, Löwdin, in e: -0.07, -0.22, 0.00, -0.56, 0.03, 0.08, 0.08, 0.08, 0.08, 0.12, 0.12, 0.07, 0.09, 0.10, -0.12, -0.24, -0.01, -0.55, 0.02, 0.11, 0.04, 0.08, 0.02, 0.13, 0.08, 0.09, 0.09, 0.09, 0.73, -0.68, -0.70, 0.69, 0.04, 0.04, -0.02, 0.07, 0.59, -0.71, -0.76, 0.63, 0.03, 0.06, 0.01, 0.06, 0.61, -0.71, -0.71, 0.67, 0.06, 0.03, 0.06, -0.01, 0.65, -0.67, -0.73, 0.64, 0.06, 0.03, 0.06, 0.06, 0.60, -0.68, -0.70, 0.62, 0.06, 0.06, 0.01, 0.06

no.,energy (Ha)
1,-1649.78198
2,-2356.52169
3,-26748.59054